1) {
  "formula": "C5H11NO2",
  "method": "ωB97M-V/def2-TZVPD",
  "homo_lumo_gap_ha": 0.36309,
  "homo_energy_ev": -9.12,
  "e_lumo_ev": 0.756,
  "smiles": "C=CC(N)=O.CCO",
  "elements": ["C", "C", "C", "N", "O", "H", "H", "H", "H", "H", "C", "C", "O", "H", "H", "H", "H", "H", "H"],
  "xyz": [[-2.56, 0.57, -0.78], [-1.57, -0.27, -1.08], [0.07, 0.13, -1.04], [0.31, 1.48, -0.86], [0.78, -0.58, -1.76], [-3.59, 0.33, -1.03], [-2.39, 1.48, -0.22], [-1.74, -1.17, -1.66], [0.89, 1.91, -1.57], [-0.34, 2.07, -0.37], [1.77, -0.02, 1.51], [0.56, -0.85, 1.16], [0.90, -2.14, 0.75], [2.29, -0.47, 2.36], [1.49, 1.00, 1.76], [2.47, 0.01, 0.67], [-0.14, -0.92, 2.00], [-0.40, -0.49, 0.32], [1.21, -2.05, -0.18]]
}



2) {
  "formula": "C5H11NO2",
  "method": "ωB97M-V/def2-TZVPD",
  "homo_lumo_gap_ha": 0.12030,
  "homo_energy_ev": -7.88,
  "e_lumo_ev": -4.604,
  "elements": ["C", "C", "N", "C", "C", "C", "O", "O", "H", "H", "H", "H", "H", "H", "H", "H", "H", "H", "H"],
  "xyz": [[-2.51, 0.10, -1.23], [-2.50, 0.12, 0.14], [-0.05, -0.44, 0.30], [0.92, -1.52, 0.35], [0.30, 0.84, -0.48], [0.63, 0.83, 0.94], [3.11, 0.17, 0.06], [-2.23, 1.21, 0.87], [-2.00, 0.94, -1.70], [-2.86, -0.83, 0.81], [-2.77, -0.75, -1.85], [1.70, -1.33, -0.37], [0.47, -2.48, 0.10], [1.28, -1.55, 1.37], [-0.40, 1.64, -0.90], [1.25, 0.86, -1.11], [1.72, 0.53, 1.24], [0.00, 1.34, 1.81], [3.95, 0.31, -0.35]]
}



3) {
  "formula": "C5H11NO2",
  "method": "ωB97M-V/def2-TZVPD",
  "homo_lumo_gap_ha": 0.37514,
  "homo_energy_ev": -9.21,
  "e_lumo_ev": 1.000,
  "smiles": "CC(C)=NO.CC=O",
  "elements": ["C", "C", "C", "N", "O", "H", "H", "H", "H", "H", "H", "H", "C", "C", "O", "H", "H", "H", "H"],
  "xyz": [[-0.47, 2.08, 0.48], [0.68, 1.14, 0.26], [1.11, 0.25, 1.38], [1.33, 1.07, -0.83], [0.92, 1.95, -1.84], [-0.13, 3.10, 0.34], [-1.23, 1.88, -0.27], [-0.88, 1.98, 1.49], [0.22, -0.18, 1.87], [1.65, 0.83, 2.12], [1.76, -0.55, 1.02], [1.45, 1.69, -2.60], [-1.08, -2.60, -0.03], [-0.71, -1.59, -1.07], [-1.23, -0.52, -1.21], [-0.17, -2.97, 0.46], [-1.76, -2.18, 0.70], [-1.55, -3.45, -0.52], [0.09, -1.93, -1.76]]
}



Stability verdict: 3), ahead by 22.7 kcal/mol



1) {
  "formula": "C5H11NO2",
  "method": "ωB97M-V/def2-TZVPD",
  "homo_lumo_gap_ha": 0.38813,
  "homo_energy_ev": -9.75,
  "e_lumo_ev": 0.814,
  "smiles": "[H]/N=C(/C)C(=C)C.OO",
  "elements": ["H", "N", "C", "C", "C", "C", "C", "H", "H", "H", "H", "H", "H", "H", "H", "O", "O", "H", "H"],
  "xyz": [[0.41, -1.67, -0.87], [1.02, -0.86, -1.01], [0.83, 0.03, -0.10], [1.68, 1.27, -0.06], [-0.18, -0.22, 1.02], [-1.14, 0.70, 1.22], [0.04, -1.39, 1.93], [2.73, 0.99, 0.06], [1.43, 1.93, 0.78], [1.55, 1.82, -0.99], [-1.27, 1.54, 0.54], [-1.89, 0.57, 1.99], [0.43, -1.10, 2.91], [-0.90, -1.93, 2.07], [0.76, -2.10, 1.51], [-1.69, 0.35, -2.09], [-1.59, -0.23, -3.42], [-1.01, -0.23, -1.61], [-1.20, 0.54, -3.87]]
}



2) {
  "formula": "C5H11NO2",
  "method": "ωB97M-V/def2-TZVPD",
  "homo_lumo_gap_ha": 0.37410,
  "homo_energy_ev": -9.55,
  "e_lumo_ev": 0.626,
  "smiles": "C=CC[C@@H](N)C=O.O",
  "elements": ["C", "C", "C", "C", "N", "C", "O", "H", "H", "H", "H", "H", "H", "H", "H", "H", "O", "H", "H"],
  "xyz": [[-1.97, 0.24, -1.96], [-1.00, 0.55, -1.10], [-1.22, 0.89, 0.34], [-0.13, 0.27, 1.28], [-0.54, 0.14, 2.68], [0.42, -1.05, 0.78], [1.49, -1.44, 1.15], [-1.72, 0.05, -3.00], [-2.99, 0.13, -1.62], [0.02, 0.66, -1.46], [-1.26, 1.97, 0.49], [-2.15, 0.47, 0.70], [0.70, 0.98, 1.26], [-1.03, -0.74, 2.79], [-1.21, 0.87, 2.90], [-0.23, -1.65, 0.13], [4.14, -0.47, -1.96], [5.01, -0.84, -2.07], [3.68, -1.03, -1.32]]
}



Stability verdict: 2), ahead by 57.6 kcal/mol



1) {
  "formula": "C4H16O4",
  "method": "ωB97M-V/def2-TZVPD",
  "homo_lumo_gap_ha": 0.38066,
  "homo_energy_ev": -9.83,
  "e_lumo_ev": 0.525,
  "smiles": "CO.CO.CO.CO",
  "elements": ["C", "O", "H", "H", "H", "H", "C", "O", "H", "H", "H", "H", "C", "O", "H", "H", "H", "H", "C", "O", "H", "H", "H", "H"],
  "xyz": [[2.14, 0.51, 1.38], [1.61, 1.50, 2.24], [1.71, 0.61, 0.37], [3.19, 0.70, 1.16], [1.95, -0.49, 1.78], [0.77, 1.15, 2.58], [-0.46, 1.72, -2.03], [-0.41, 1.00, -3.29], [0.11, 1.25, -1.24], [-0.11, 2.74, -2.19], [-1.51, 1.68, -1.70], [-0.97, 1.49, -3.89], [0.18, -1.89, -1.35], [0.57, -1.62, -2.67], [0.35, -2.94, -1.12], [0.75, -1.38, -0.56], [-0.85, -1.58, -1.12], [0.33, -0.70, -2.87], [-1.61, -0.95, 2.23], [-0.92, 0.00, 3.05], [-2.04, -0.43, 1.36], [-0.88, -1.63, 1.79], [-2.37, -1.44, 2.84], [-1.55, 0.71, 3.23]]
}



2) {
  "formula": "C4H16O4",
  "method": "ωB97M-V/def2-TZVPD",
  "homo_lumo_gap_ha": 0.34337,
  "homo_energy_ev": -9.36,
  "e_lumo_ev": -0.017,
  "smiles": "CO.CO.CO.CO",
  "elements": ["C", "O", "H", "H", "H", "H", "C", "O", "H", "H", "H", "H", "C", "O", "H", "H", "H", "H", "C", "O", "H", "H", "H", "H"],
  "xyz": [[-2.59, -1.64, 1.14], [-1.26, -1.01, 1.27], [-2.48, -2.85, 1.20], [-2.85, -1.10, 0.24], [-3.00, -1.49, 2.19], [-0.60, -1.65, 1.66], [0.60, 1.52, -0.08], [-0.63, 1.11, -0.57], [0.77, 1.72, 1.12], [0.81, 2.35, -0.67], [1.18, 0.43, -0.14], [-0.66, 0.36, -0.01], [2.50, -1.15, 2.50], [2.22, -2.52, 2.21], [2.38, -0.65, 3.55], [1.83, -0.55, 1.90], [3.50, -0.96, 2.27], [1.27, -2.64, 2.83], [-0.24, 1.80, -4.00], [-1.44, 1.77, -3.36], [-0.01, 2.84, -4.26], [-0.40, 1.45, -5.03], [0.40, 1.16, -3.65], [-1.32, 1.68, -2.31]]
}



3) {
  "formula": "C4H16O4",
  "method": "ωB97M-V/def2-TZVPD",
  "homo_lumo_gap_ha": 0.39457,
  "homo_energy_ev": -10.10,
  "e_lumo_ev": 0.638,
  "smiles": "C=CCC.O.O.O.O",
  "elements": ["C", "C", "C", "C", "H", "H", "H", "H", "H", "H", "H", "H", "O", "H", "H", "O", "H", "H", "O", "H", "H", "O", "H", "H"],
  "xyz": [[0.67, -2.62, 0.05], [0.22, -1.40, 0.40], [-1.14, -0.81, 0.01], [-1.97, -0.52, 1.30], [1.68, -3.00, 0.18], [-0.08, -3.29, -0.43], [0.95, -0.73, 0.82], [-1.64, -1.65, -0.49], [-1.01, 0.07, -0.63], [-2.85, 0.07, 1.11], [-1.34, -0.01, 2.04], [-2.21, -1.51, 1.72], [1.49, 2.02, -1.59], [0.82, 2.63, -1.26], [0.97, 1.31, -2.00], [1.64, 1.74, 1.29], [2.43, 1.93, 1.80], [1.92, 1.74, 0.36], [-1.05, 2.31, 0.61], [-1.28, 1.42, 0.94], [-0.22, 2.49, 1.07], [0.41, -0.45, -2.41], [0.79, -0.93, -1.66], [0.79, -0.81, -3.22]]
}



4) {
  "formula": "C4H16O4",
  "method": "ωB97M-V/def2-TZVPD",
  "homo_lumo_gap_ha": 0.38329,
  "homo_energy_ev": -9.82,
  "e_lumo_ev": 0.606,
  "smiles": "CO.CO.CO.CO",
  "elements": ["C", "O", "H", "H", "H", "H", "C", "O", "H", "H", "H", "H", "C", "O", "H", "H", "H", "H", "C", "O", "H", "H", "H", "H"],
  "xyz": [[-3.17, 3.60, -0.78], [-2.77, 4.14, -2.05], [-2.70, 4.15, 0.09], [-4.23, 3.73, -0.59], [-2.90, 2.53, -0.67], [-3.03, 5.07, -2.10], [2.75, 0.58, 0.75], [2.07, 0.01, 1.88], [3.40, 1.37, 1.09], [3.29, -0.12, 0.11], [1.98, 1.11, 0.19], [2.64, -0.68, 2.23], [-0.88, -0.15, -0.70], [-0.44, -1.12, 0.28], [-1.93, -0.17, -0.76], [-0.59, 0.82, -0.30], [-0.42, -0.25, -1.66], [0.32, -0.78, 0.74], [1.46, -4.07, 0.35], [0.04, -4.17, 0.26], [1.88, -4.81, 1.09], [1.90, -4.37, -0.59], [1.73, -3.06, 0.70], [-0.38, -3.34, 0.42]]
}



Stability verdict: 3), ahead by 38.0 kcal/mol



1) {
  "formula": "C3H4S2",
  "method": "ωB97M-V/def2-TZVPD",
  "homo_lumo_gap_ha": 0.28774,
  "homo_energy_ev": -8.82,
  "e_lumo_ev": -0.987,
  "smiles": "C=CC(=S)S",
  "elements": ["C", "C", "C", "S", "S", "H", "H", "H", "H"],
  "xyz": [[-1.32, -0.36, -0.50], [-0.08, -0.69, 0.10], [1.23, 0.00, 0.00], [2.52, -0.89, -0.27], [1.35, 1.85, -0.23], [-1.86, -1.14, -0.08], [-1.86, 0.67, -0.81], [-0.42, -1.60, 0.69], [0.44, 2.15, 1.09]]
}



2) {
  "formula": "C3H4S2",
  "method": "ωB97M-V/def2-TZVPD",
  "homo_lumo_gap_ha": 0.33492,
  "homo_energy_ev": -8.58,
  "e_lumo_ev": 0.533,
  "elements": ["C", "C", "C", "S", "S", "H", "H", "H", "H"],
  "xyz": [[-1.20, 0.26, 0.93], [-0.39, -0.17, -0.24], [1.19, -0.07, -0.60], [-1.54, 1.19, -0.51], [-1.52, -1.40, 0.42], [-1.02, 0.32, 1.93], [1.73, -1.02, -0.33], [1.57, 0.69, 0.03], [1.18, 0.19, -1.64]]
}



3) {
  "formula": "C3H4S2",
  "method": "ωB97M-V/def2-TZVPD",
  "homo_lumo_gap_ha": [0.26902, 0.27936],
  "homo_energy_ev": [-7.94, -8.03],
  "e_lumo_ev": [-0.619, -0.424],
  "elements": ["C", "C", "C", "S", "S", "H", "H", "H", "H"],
  "xyz": [[-1.87, 1.18, 0.26], [1.19, -1.23, -0.14], [1.06, 0.16, -0.56], [-0.21, 1.39, -0.04], [2.55, -0.10, 0.26], [-2.49, 1.95, -0.16], [-2.28, 0.24, 0.56], [0.61, -1.61, 0.70], [1.45, -1.98, -0.88]]
}



4) {
  "formula": "C3H4S2",
  "method": "ωB97M-V/def2-TZVPD",
  "homo_lumo_gap_ha": 0.33270,
  "homo_energy_ev": -8.59,
  "e_lumo_ev": 0.462,
  "elements": ["C", "C", "C", "S", "S", "H", "H", "H", "H"],
  "xyz": [[-1.64, 1.18, -0.82], [-1.00, 0.45, 0.20], [0.29, -0.28, 0.58], [-2.62, -0.19, -0.20], [-1.42, 2.22, 0.61], [-1.31, 1.56, -1.85], [1.16, 0.52, 0.29], [0.50, -1.15, 0.09], [0.15, -0.46, 1.61]]
}



Stability verdict: 4), ahead by 1.3 kcal/mol



1) {
  "formula": "C3H4S2",
  "method": "ωB97M-V/def2-TZVPD",
  "homo_lumo_gap_ha": 0.31567,
  "homo_energy_ev": -8.29,
  "e_lumo_ev": 0.295,
  "elements": ["C", "C", "C", "S", "S", "H", "H", "H", "H"],
  "xyz": [[-0.46, -0.46, -0.30], [0.75, -0.45, -0.02], [1.91, -0.34, 0.44], [-1.59, 0.96, -0.92], [-1.74, 2.30, 0.37], [-1.11, -1.36, -0.32], [2.66, -0.42, -0.29], [2.13, -0.47, 1.49], [-2.56, 0.25, -0.46]]
}



2) {
  "formula": "C3H4S2",
  "method": "ωB97M-V/def2-TZVPD",
  "homo_lumo_gap_ha": 0.31187,
  "homo_energy_ev": -8.73,
  "e_lumo_ev": -0.240,
  "smiles": "C[C@@H]1SC1=S",
  "elements": ["C", "C", "S", "C", "S", "H", "H", "H", "H"],
  "xyz": [[-1.23, -0.19, -0.31], [0.22, 0.06, 0.41], [1.15, 1.60, 0.09], [1.67, -0.05, 0.11], [2.83, -1.04, -0.23], [-1.20, -0.55, -1.32], [-1.85, -0.85, 0.16], [-1.60, 0.86, -0.32], [0.02, 0.16, 1.42]]
}



Stability verdict: 2), ahead by 41.3 kcal/mol